Here is a structure of composition C22H34CoN3P3S at a distorted geometry from the OMol25 dataset. Energies are from ωB97M-V with the def2-TZVPD basis set.

Structure (XYZ):
```
64
Properties=species:S:1:pos:R:3:forces:R:3:lowdin_charge:R:1
Co -0.106320 -0.252121 0.881899 -0.34 0.37 0.09 -0.15
C -0.536589 0.449290 4.178792 -0.10 -0.07 0.02 -0.21
P -0.538907 -0.889401 2.967290 -0.26 0.23 0.12 0.82
C 0.722501 -2.047314 3.559598 0.05 -0.06 -0.14 -0.18
C -2.137855 -1.716302 2.959459 0.07 -0.03 -0.14 -0.37
C -2.942174 -1.878726 4.079608 0.03 0.02 0.02 -0.03
C -4.148188 -2.557514 3.954490 0.00 0.00 0.03 -0.01
C -4.543019 -3.073978 2.727899 -0.01 -0.02 0.00 -0.01
C -3.740284 -2.920019 1.604177 0.02 -0.05 -0.04 -0.04
C -2.536687 -2.237892 1.720185 0.12 0.16 0.12 -0.37
P -1.394651 -1.967467 0.354050 -0.17 0.17 -0.21 0.85
C -0.531465 -3.531549 0.041977 0.16 0.07 0.07 -0.19
C -2.355252 -1.669385 -1.151817 0.00 0.04 0.06 -0.19
H -1.377077 1.116208 3.999108 0.00 0.02 -0.01 0.05
H 0.393418 1.012751 4.108017 0.02 0.01 -0.02 0.07
H -0.609357 0.033931 5.186136 0.02 -0.04 -0.02 0.07
H 0.370195 -2.487410 4.495330 -0.01 0.02 0.00 0.08
H 1.656529 -1.520038 3.756185 0.01 0.01 -0.02 0.07
H 0.902937 -2.854190 2.849631 -0.01 0.00 0.03 0.04
H -2.649591 -1.477958 5.042575 -0.01 -0.01 -0.01 0.12
H -4.785321 -2.679834 4.820210 0.00 0.00 -0.01 0.13
H -5.485990 -3.597423 2.643357 0.00 0.01 0.00 0.13
H -4.068433 -3.328915 0.656029 0.01 0.01 0.01 0.12
H -1.266973 -4.319073 -0.135921 -0.05 0.06 0.01 0.08
H 0.077639 -3.826725 0.896643 -0.01 0.01 -0.04 0.05
H 0.102143 -3.443678 -0.841840 0.01 -0.02 0.01 0.05
H -2.984112 -2.534884 -1.369942 0.04 -0.01 0.03 0.07
H -1.687982 -1.516063 -2.000749 0.01 0.02 0.01 0.05
H -2.983948 -0.791007 -1.018571 0.01 -0.01 0.00 0.05
S -1.701883 1.163228 1.072549 0.37 -1.10 0.60 0.84
C -1.555062 2.426185 -0.092369 0.22 0.33 -0.58 -0.62
C -0.570479 3.419365 0.059869 -0.17 -0.21 0.17 -0.14
C -0.566181 4.509202 -0.787185 -0.10 0.16 -0.19 -0.06
C -1.534483 4.618012 -1.785970 0.06 -0.03 0.07 -0.02
C -2.518484 3.642310 -1.934697 0.05 0.14 -0.06 -0.04
C -2.539997 2.550599 -1.090396 0.25 -0.11 0.18 -0.09
H 0.134202 3.350716 0.885374 -0.08 0.01 -0.11 0.11
H 0.161971 5.299083 -0.654257 0.00 -0.01 -0.01 0.13
H -1.538977 5.485110 -2.433599 0.00 0.00 0.01 0.13
H -3.281372 3.754634 -2.693466 0.00 0.00 0.01 0.13
H -3.325832 1.809925 -1.168169 0.01 0.01 0.00 0.11
C 3.773943 -0.545146 -3.003829 -0.02 0.04 0.05 -0.08
N 2.512974 0.228045 -3.457927 0.03 -0.03 0.00 -0.06
C 2.840510 1.737328 -3.404630 0.00 0.02 0.07 -0.08
N 3.281887 2.097744 -2.105001 -0.01 -0.06 0.04 -0.13
C 4.469134 1.330526 -1.722656 -0.05 0.01 -0.01 -0.12
N 4.181106 -0.104679 -1.718084 0.00 -0.01 0.03 -0.14
C 3.283822 -0.506150 -0.641266 0.03 0.00 -0.02 -0.27
P 1.627620 0.326625 -0.816142 -0.23 -0.03 -0.19 1.04
C 1.328596 -0.112427 -2.601304 0.03 0.00 0.04 -0.23
C 2.227527 2.063117 -1.098726 0.02 0.06 -0.04 -0.27
H 4.540962 -0.335804 -3.747864 0.00 0.01 -0.02 0.16
H 3.525170 -1.605313 -3.016692 -0.01 -0.01 0.00 0.15
H 2.306286 -0.026218 -4.426900 -0.01 0.00 0.00 0.19
H 1.938743 2.274218 -3.693617 -0.03 0.00 -0.01 0.15
H 3.623728 1.902222 -4.142587 0.02 -0.01 -0.03 0.16
H 4.804617 1.642031 -0.735479 -0.01 -0.01 0.00 0.15
H 5.268881 1.530362 -2.435326 0.00 0.00 -0.01 0.15
H 3.726781 -0.230779 0.316869 0.00 0.01 0.01 0.11
H 3.162709 -1.590998 -0.643813 -0.01 -0.01 0.00 0.10
H 0.459857 0.427480 -2.980093 -0.01 0.03 0.00 0.11
H 1.139921 -1.182227 -2.698793 -0.01 -0.01 -0.01 0.10
H 2.609894 2.468017 -0.160752 -0.01 0.01 0.02 0.11
H 1.386738 2.690346 -1.406851 0.06 -0.08 0.02 0.08
```
Positions in Å, forces in eV/Å.

- gap between HOMO and LUMO (alpha / beta) (hartree) = 0.242 / 0.238
- spin multiplicity = 1
- LUMO energy (alpha / beta) (hartree) = -0.38260 / -0.38528
- HOMO energy (alpha / beta) (eV) = -17.0 / -16.9
- net charge = +3
- total energy (eV) = -104139.2879
- energy relative to the best compared isomer or geometry (same formula, charge and spin) (kcal/mol) = 0.0